(1)
3 unconnected molecules or ions with the total composition C15H21N2O10P at a distorted geometry. Source: the Open Molecules 2025 dataset; level of theory: the ωB97M-V functional and the def2-TZVPD basis.

```
! wB97M-V def2-TZVPD RIJCOSX def2/J DEFGRID3
* xyz 0 1
C -3.3363 -4.5135 -1.8790
H 1.9671 2.0408 1.5589
H 2.0909 1.4568 -7.6028
C -2.0726 1.1135 3.7463
H -3.6294 -3.5998 -2.3938
C 2.5105 1.4909 -6.6008
C -0.9414 1.5748 1.7364
O 1.4488 -0.1139 5.1242
C -3.3160 1.2401 1.7102
N 0.3031 1.4573 3.9331
P 1.4400 2.7657 3.5978
H 1.4788 -1.7402 -2.2920
O -1.1399 -3.2794 0.5075
C 0.4384 4.1817 2.9187
H -4.1594 0.8134 3.6453
H 3.5888 1.3532 -6.6652
C 2.3292 0.3421 -4.5943
C 0.9289 0.1884 4.0837
H 0.8504 -3.0463 0.0089
C -0.8862 1.4039 3.1041
O 1.6976 -0.6772 -4.0188
C -3.2622 1.0327 3.0743
H 0.3502 -2.4155 1.5799
H -2.6662 -5.1034 -2.5023
H -4.2645 1.2058 1.1876
H -0.0849 -1.5253 0.1236
H 0.9501 5.1216 3.1227
C -1.6079 -3.4899 -0.7219
O 3.1378 1.0620 -4.0690
H 3.1157 -1.1216 -2.5641
O 1.7995 -0.5177 0.0552
H 1.8046 -0.0211 -2.0569
C 0.0624 -2.5114 0.5406
O -1.1082 -3.0959 -1.7431
C 1.9707 -0.6484 1.1868
N 2.1779 -0.8019 2.3995
O -2.7237 -4.2116 -0.6246
H -4.2267 -5.0992 -1.6667
O 0.8937 -0.7502 3.0378
H 2.2762 2.4555 -6.1530
C -2.1330 1.4962 1.0631
H -2.0377 0.9444 4.8200
H -2.1773 1.6618 -0.0100
C 2.0539 -0.8897 -2.6498
H 0.3003 4.0082 1.8476
H -0.0426 1.8028 1.1679
H -0.5165 4.1603 3.4580
O 1.9098 0.4303 -5.8583
O 2.4572 2.3685 2.3266
*
```

LUMO energy = -0.6 eV
E = -1787.37054 hartree
structure (SMILES) = CP(O)N(C(=O)ON=C=O)c1ccccc1.COC(=O)OC.COC(=O)OC

Results of the natural (NBO) charge analysis, in e, for atoms 1 through 4:
1. C -0.26
2. H 0.47
3. H 0.19
4. C -0.22



(2)
2 unconnected molecules or ions with the total composition C15H21N2O4 at a distorted geometry. Source: the Open Molecules 2025 dataset; level of theory: the ωB97M-V functional and the def2-TZVPD basis.

```
! wB97M-V def2-TZVPD RIJCOSX def2/J DEFGRID3
* xyz -1 1
H 1.3702 -1.8173 -2.3004
C -1.9945 2.4328 0.1263
H 2.0855 -0.0562 -3.8689
H -4.0451 -2.9322 0.3228
C 0.2080 -1.5591 -0.5156
C -0.0771 3.4740 1.2072
H 0.7649 1.0188 -1.2816
H -4.2071 -1.9720 -1.1696
H -2.2896 1.9234 1.0582
C -0.0859 -0.5717 0.5584
O -2.2697 -1.1098 0.2401
C -3.6516 -0.8785 0.5762
H 1.7894 1.6612 -3.5282
H -3.9196 0.1213 0.2223
H 4.1618 -2.2304 1.7936
C 3.1290 -0.3639 2.1118
H 3.2856 0.7105 1.9568
C 0.8791 0.2986 -2.1106
H 2.9420 0.7438 -2.5212
H 4.6860 -0.8942 0.7517
O 2.0951 -0.7994 1.2281
H -3.7591 -0.9130 1.6641
C -1.4153 -0.4936 1.1020
C 0.9660 -0.0743 1.4238
O -1.8001 0.0444 2.1356
H 2.2158 -0.9682 -0.9779
H -0.1038 0.2212 -2.6117
N 0.5976 3.8323 2.1016
C 1.9925 0.6930 -3.0705
H -5.4551 -1.8961 0.0773
C -4.3924 -1.9882 -0.0972
N -3.6503 2.1941 -1.8458
O 0.9189 0.8435 2.2194
C -0.8747 3.1853 0.0765
H 5.1655 -0.9266 2.4377
C 4.3523 -1.1558 1.7547
H 2.8003 -0.5284 3.1397
H -0.5910 3.7375 -0.8440
C -2.8997 2.3125 -0.9554
H 0.5703 -2.5007 -0.0455
C 1.2524 -1.0645 -1.5081
H -0.7465 -1.7544 -1.0336
*
```

LUMO energy = 2.2 eV
ΔE to the lowest compared entry with this formula, charge and spin = 0.000 eV
E = -994.65544 hartree

Results of the natural (NBO) charge analysis, in e, for atoms 1 through 4:
1. H 0.17
2. C -0.26
3. H 0.19
4. H 0.21



(3)
A molecular structure, C15H22AuF4N3O. Source: the Open Molecules 2025 dataset; level of theory: the ωB97M-V functional and the def2-TZVPD basis.

```
! wB97M-V def2-TZVPD RIJCOSX def2/J DEFGRID3
* xyz 0 1
C 2.7928 -1.7620 -2.6801
H -0.5902 0.8997 -2.9530
C 0.3108 -0.8878 5.5438
H -2.9220 1.1621 -3.4806
N -0.6561 -0.7066 4.4730
H -2.4365 -0.7924 5.5598
H 0.7084 -1.2993 3.0695
H -3.0533 2.2597 0.0730
C -1.1022 3.0786 -0.4500
C 1.5974 -4.1208 -2.0396
H -1.8085 2.0102 1.2886
H -0.2076 -1.2392 6.4342
C 3.2945 -2.9658 -3.1364
C 1.6106 0.7570 -1.8025
H -0.2921 3.5781 0.0862
C -2.1904 2.7188 0.5518
C -1.1045 1.7418 -2.4919
C -0.3047 -0.9106 3.2078
N 1.1007 -0.5292 -1.3439
C 1.6551 -1.6676 -1.8415
C 0.9210 1.9800 -1.1965
H -2.5291 3.6155 1.0761
H -2.8142 0.6257 -1.7998
Au -0.1282 -0.5246 0.3150
H -1.8585 0.8494 5.2101
C -2.5948 1.4499 -2.4809
F 0.9569 -5.2577 -1.7108
N -0.5385 1.9243 -1.1565
F -0.0672 -3.0174 -0.8667
H -3.1841 2.3167 -2.1794
C -1.9607 -0.1609 4.8098
C 1.0762 -2.9347 -1.5797
H 1.2730 2.1251 -0.1718
F 4.3949 -2.9246 -3.9094
H -1.4825 3.8122 -1.1756
H 2.6722 0.8722 -1.5708
O -1.0632 -0.7116 2.2485
C 2.7276 -4.1818 -2.8300
H -2.5731 -0.1314 3.9145
H 0.8215 0.0464 5.7836
F 3.4751 -0.6606 -3.0780
H 3.1339 -5.1141 -3.1886
H 1.2588 2.8514 -1.7831
H 1.0471 -1.6360 5.2580
H -0.9013 2.6318 -3.1126
H 1.5348 0.8304 -2.8932
*
```

LUMO energy = 0.2 eV
ΔE to the lowest compared entry with this formula, charge and spin = 0.000 eV
E = -1359.37190 hartree

Results of the natural (NBO) charge analysis, in e, for atoms 1 through 4:
1. C 0.23
2. H 0.21
3. C -0.41
4. H 0.22



(4)
4 unconnected molecules or ions with the total composition C15H22F9NO7 at a distorted geometry. Source: the Open Molecules 2025 dataset; level of theory: the ωB97M-V functional and the def2-TZVPD basis.

```
! wB97M-V def2-TZVPD RIJCOSX def2/J DEFGRID3
* xyz 0 1
F 1.2049 -4.8999 -3.9223
C -7.5370 2.8536 -6.5848
H -0.7351 1.1475 5.0068
O 2.8852 -2.7926 -3.1682
C 1.7020 -2.9303 -2.7945
H 2.2472 0.7392 -0.5370
H -0.9512 5.6333 2.6955
F 5.0648 -0.2816 5.9460
C 5.6468 -1.3480 6.4564
H 1.5802 -1.5514 0.1403
O 6.5755 -2.9781 4.8429
H 2.9218 -1.8305 -0.9303
H 7.5272 -4.6993 4.1052
C 6.5395 -4.2384 4.0941
F -7.7023 5.1603 -6.3931
C 6.1575 -3.9956 2.6268
H -0.0746 2.3159 3.7704
H -5.2336 1.2452 -6.9699
F -0.4956 -3.8641 -3.0533
C -8.1897 4.0630 -5.7963
H -2.1936 5.0206 4.4920
C -0.4034 4.9319 3.3248
F 4.9545 -1.6190 7.5479
C 0.6452 -3.7161 -3.6659
O 4.2475 -2.7987 4.9490
H 6.3997 -4.8771 2.0332
O -6.8262 1.8583 -5.8568
C -6.1002 0.7763 -6.5036
H -0.0691 4.1389 2.6559
N -1.3808 4.4313 4.3816
H -6.7878 0.2206 -7.1410
O 1.0871 -2.2381 -1.7657
H 5.7845 -4.9077 4.5067
C -5.4703 -0.1574 -5.3829
H 6.7236 -3.2303 2.0958
H 2.4750 0.1222 -2.2283
C 5.3944 -2.4354 5.3913
C -0.3905 2.1611 4.8020
F -9.4955 3.9116 -5.8616
O -7.6534 2.6996 -7.8178
F -7.8368 4.0790 -4.5197
C -1.5379 3.1874 4.8923
H -6.2142 -0.5379 -4.6829
H 0.4948 2.3915 5.3948
O -2.6460 2.8947 5.4536
F 0.4518 -3.0442 -4.8783
H 5.1284 -3.6432 2.5577
H -5.1352 -1.0907 -5.8354
F 6.9709 -1.1453 6.6931
H 0.3633 5.4661 3.8860
C 1.9075 -1.4333 -0.8927
H -4.7771 0.3029 -4.6789
C 1.8752 0.0776 -1.3193
H 0.8813 0.4540 -1.5616
*
```

LUMO energy = 0.2 eV
ΔE to the lowest compared entry with this formula, charge and spin = 0.421 eV
E = -2064.94846 hartree
structure (SMILES) = CCOC(=O)C(F)(F)F.CCOC(=O)C(F)(F)F.CCOC(=O)C(F)(F)F.CNC(C)=O

Results of the natural (NBO) charge analysis, in e, for atoms 1 through 4:
1. F -0.30
2. C 0.68
3. H 0.25
4. O -0.54